12
Properties=species:S:1:pos:R:3:forces:R:3 method="wB97M-V/def2-TZVPD" relative_energy_ev=5.530 gap_ev=10.01 smiles=Cc1c(Cl)n2n1C2 energy_ha=-724.9324
C -0.0381 -0.4228 -0.3034 0.96 1.57 0.53
C 1.2097 0.0371 -0.1405 1.56 0.14 1.12
C -0.1689 1.8199 0.4931 -2.41 1.08 1.17
C -0.7640 -1.7106 -0.3210 -3.07 4.31 -0.11
N -0.5243 0.9497 -0.6349 0.11 -0.66 0.25
N 0.8621 1.4737 -0.3723 2.01 -0.83 -1.93
Cl 2.9758 -0.7015 0.3632 -3.36 1.44 -0.96
H -0.7084 2.8392 0.4772 1.48 -1.47 -0.35
H -0.1326 1.3707 1.4585 -0.16 -0.33 0.76
H -0.8463 -2.0498 0.6740 -0.38 -0.78 0.95
H -1.7824 -1.4152 -0.8135 1.80 -1.36 0.77
H -0.0825 -2.1903 -0.8805 1.46 -3.11 -2.21